Entry A
{"formula": "C4H9N2O", "method": "ωB97M-V/def2-TZVPD", "elements": ["C", "C", "C", "C", "N", "N", "O", "H", "H", "H", "H", "H", "H", "H", "H", "H"], "coordinates": [[2.30, 0.43, -0.13], [1.10, 1.17, -0.50], [1.05, -0.20, 0.47], [0.50, -1.38, 0.12], [-3.06, -0.36, -0.12], [-1.88, 0.09, 0.05], [-1.63, 1.21, 0.54], [2.81, -0.08, -0.92], [3.01, 0.95, 0.59], [0.79, 2.08, -0.02], [0.48, 0.77, -1.24], [1.15, 0.18, 1.48], [-0.14, -1.93, 0.81], [0.48, -1.58, -0.94], [-3.00, -1.36, -0.34], [-3.97, 0.01, 0.13]], "mulliken_charge": [-0.47, -0.56, 0.09, -0.91, -0.45, 0.63, -0.20, 0.27, 0.24, 0.28, 0.39, 0.34, 0.44, 0.34, 0.28, 0.29], "orbital_gap_ha": [0.165, 0.271], "s_squared": 2.0144, "e_homo_ha": [-0.400, -0.546], "total_charge": 1, "multiplicity": 3}

Entry B
{"formula": "C4H9N2O", "method": "ωB97M-V/def2-TZVPD", "elements": ["C", "C", "C", "C", "N", "N", "O", "H", "H", "H", "H", "H", "H", "H", "H", "H"], "coordinates": [[-0.93, -1.04, 0.10], [-2.01, -0.21, -0.01], [0.73, -0.62, 0.08], [1.31, 0.73, 0.38], [1.54, -1.60, -0.01], [-2.25, 1.06, -0.12], [2.53, 0.91, -0.13], [-0.81, -2.03, 0.54], [-2.93, -0.68, 0.09], [1.37, 0.81, 1.53], [0.59, 1.60, 0.17], [2.49, -1.44, 0.15], [1.32, -2.50, -0.24], [-3.15, 1.33, -0.44], [-1.62, 1.84, -0.46], [2.47, 1.04, -1.10]], "mulliken_charge": [-0.42, -0.03, 0.36, -0.24, -0.29, -0.32, -0.48, 0.38, 0.37, 0.25, 0.14, 0.23, 0.18, 0.29, 0.27, 0.33], "orbital_gap_ha": [0.249, 0.273], "s_squared": 2.0082, "e_homo_ha": [-0.364, -0.540], "total_charge": 1, "multiplicity": 3}

Stability check: which of them is least stable? entry A.

Entry A
{"formula": "C5H9N2", "method": "ωB97M-V/def2-TZVPD", "elements": ["C", "C", "C", "C", "C", "N", "N", "H", "H", "H", "H", "H", "H", "H", "H", "H"], "coordinates": [[1.30, 1.46, 0.04], [-1.30, -0.37, -0.25], [1.20, 0.05, -0.52], [-2.64, 0.13, 0.07], [1.89, -1.04, 0.25], [0.04, 1.61, 0.26], [-0.21, 0.26, -0.18], [2.05, 2.10, 0.26], [-1.07, -1.34, -0.57], [1.44, 0.08, -1.54], [-2.71, 0.05, 1.19], [-2.72, 1.25, -0.27], [-3.38, -0.46, -0.23], [1.82, -0.89, 1.38], [2.99, -1.05, -0.05], [1.29, -1.84, 0.16]], "mulliken_charge": [-0.17, 0.36, -0.12, -1.17, -1.21, -0.60, 0.47, 0.48, 0.46, 0.36, 0.31, 0.32, 0.42, 0.37, 0.35, 0.38], "orbital_gap_ha": 0.402, "e_homo_ha": -0.575, "total_charge": 1, "multiplicity": 1}

Entry B
{"formula": "C5H9N2", "method": "ωB97M-V/def2-TZVPD", "elements": ["C", "C", "N", "C", "C", "C", "N", "H", "H", "H", "H", "H", "H", "H", "H", "H"], "coordinates": [[1.12, 0.42, -1.55], [0.03, -0.41, -0.79], [-0.59, 0.26, 0.35], [-0.78, -0.35, 1.71], [-1.20, 1.36, 0.17], [-1.35, 2.12, -1.10], [-1.49, 2.80, -2.02], [0.74, 1.40, -1.83], [1.97, 0.57, -0.93], [1.35, -0.20, -2.44], [0.66, -1.26, -0.33], [-0.85, -0.72, -1.39], [-1.43, -1.33, 1.61], [-1.30, 0.34, 2.33], [0.05, -0.68, 2.30], [-1.72, 2.00, 0.98]], "mulliken_charge": [-1.08, -0.49, 0.18, -0.85, 0.69, -0.39, -0.21, 0.41, 0.35, 0.33, 0.32, 0.37, 0.35, 0.33, 0.36, 0.33], "orbital_gap_ha": 0.386, "e_homo_ha": -0.610, "total_charge": 1, "multiplicity": 1}

Stability check: which of them is least stable? entry A.

Entry A
{"formula": "C5H9N2", "method": "ωB97M-V/def2-TZVPD", "elements": ["C", "C", "C", "C", "C", "N", "N", "H", "H", "H", "H", "H", "H", "H", "H", "H"], "coordinates": [[-0.18, -0.18, -0.71], [-1.61, 0.47, 1.01], [-1.49, -0.42, -0.29], [-0.33, 1.35, 0.81], [2.66, -0.75, -0.60], [3.18, -1.77, -0.81], [0.53, 0.71, -0.20], [-2.43, 1.21, 1.14], [-1.50, -0.26, 1.77], [-1.57, -1.50, -0.12], [-2.19, -0.21, -1.11], [-0.55, 2.31, 0.39], [0.12, 1.37, 1.79], [0.04, -0.93, -1.87], [3.93, -2.43, -0.67], [1.38, 1.02, -0.52]], "mulliken_charge": [-0.01, -0.55, -0.59, -0.56, -0.34, 0.00, 0.11, 0.33, 0.31, 0.36, 0.34, 0.38, 0.33, 0.32, 0.30, 0.26], "orbital_gap_ha": 0.427, "e_homo_ha": -0.570, "total_charge": 1, "multiplicity": 1}

Entry B
{"formula": "C5H9N2", "method": "ωB97M-V/def2-TZVPD", "elements": ["C", "C", "C", "C", "C", "N", "N", "H", "H", "H", "H", "H", "H", "H", "H", "H"], "coordinates": [[0.08, 0.65, 3.43], [-1.37, 0.77, 0.35], [-0.13, 1.28, 0.89], [0.26, -1.22, 0.79], [0.68, 0.26, -1.13], [0.46, 0.42, 4.48], [-0.05, 0.08, 0.10], [-2.05, 0.19, 0.97], [-2.04, 1.20, -0.59], [0.52, 2.01, 1.19], [-0.39, -2.04, 0.38], [1.40, -1.42, 0.74], [-0.04, -1.29, 1.79], [0.83, -0.83, -1.58], [0.13, 0.85, -1.92], [1.53, 0.98, -1.05]], "mulliken_charge": [0.06, -0.16, -0.50, -0.99, -0.87, -0.22, 0.41, 0.30, 0.26, 0.47, 0.36, 0.38, 0.43, 0.37, 0.37, 0.32], "orbital_gap_ha": [0.342, 0.276], "e_homo_ha": [-0.580, -0.547], "total_charge": 1, "multiplicity": 1}

Entry C
{"formula": "C5H9N2", "method": "ωB97M-V/def2-TZVPD", "elements": ["C", "C", "C", "C", "C", "N", "N", "H", "H", "H", "H", "H", "H", "H", "H", "H"], "coordinates": [[-1.31, 1.04, -0.14], [-1.87, -0.24, 0.06], [1.46, -0.03, 0.67], [0.05, 1.14, -0.92], [-2.11, -1.52, -0.09], [1.10, 0.38, -0.48], [2.47, -0.94, 0.87], [-1.13, 1.50, 0.80], [1.04, 0.33, 1.59], [-0.14, 0.90, -1.90], [0.43, 2.11, -1.06], [-1.70, 1.70, -0.99], [-2.97, -2.09, -0.12], [-1.14, -2.09, -0.25], [2.68, -1.02, 1.84], [3.13, -1.17, 0.09]], "mulliken_charge": [-0.14, 0.32, 0.10, -0.86, -0.50, -0.51, -0.41, 0.32, 0.32, 0.45, 0.49, 0.29, 0.35, 0.27, 0.25, 0.27], "orbital_gap_ha": [0.247, 0.247], "e_homo_ha": [-0.481, -0.481], "total_charge": 1, "multiplicity": 1}

Entry D
{"formula": "C5H9N2", "method": "ωB97M-V/def2-TZVPD", "elements": ["C", "N", "C", "C", "C", "C", "N", "H", "H", "H", "H", "H", "H", "H", "H", "H"], "coordinates": [[-1.20, 0.12, 1.19], [-0.75, 1.25, 0.65], [0.06, 1.29, -0.50], [1.48, 0.66, -0.33], [0.62, -0.27, -1.12], [0.01, -1.36, -0.39], [-0.80, -1.05, 0.82], [-1.86, 0.33, 2.05], [-1.20, 2.03, 1.11], [0.03, 2.03, -1.29], [1.85, 0.05, 0.57], [2.39, 1.17, -0.78], [0.56, -0.41, -2.21], [-0.77, -1.95, -1.05], [0.81, -1.98, -0.03], [-1.23, -1.92, 1.33]], "mulliken_charge": [-0.05, -0.11, -0.31, -0.55, -0.14, -0.57, -0.20, 0.36, 0.26, 0.39, 0.25, 0.30, 0.39, 0.34, 0.33, 0.31], "orbital_gap_ha": 0.375, "e_homo_ha": -0.496, "total_charge": 1, "multiplicity": 1}

Stability check: which of them is least stable? entry B.

Entry A
{"formula": "C5H9N2", "method": "ωB97M-V/def2-TZVPD", "elements": ["C", "C", "C", "C", "C", "N", "N", "H", "H", "H", "H", "H", "H", "H", "H", "H"], "coordinates": [[1.89, 1.75, -0.10], [-1.18, 0.00, -0.25], [1.00, -0.55, 0.56], [-2.44, 0.72, -0.30], [1.07, -1.55, -0.54], [1.77, 0.65, 0.24], [-0.37, -0.07, 0.79], [2.62, 2.67, -0.18], [1.44, -1.01, 1.53], [-2.54, 1.65, 0.23], [-3.29, 0.05, 0.20], [-2.73, 0.76, -1.44], [0.27, -1.40, -1.29], [0.76, -2.52, -0.18], [2.05, -1.60, -0.96], [-0.32, 0.44, 1.69]], "mulliken_charge": [0.16, -0.16, 0.23, -0.96, -1.25, 0.07, -0.09, 0.38, 0.29, 0.36, 0.29, 0.26, 0.36, 0.36, 0.42, 0.29], "orbital_gap_ha": [0.219, 0.219], "e_homo_ha": [-0.439, -0.439], "total_charge": 1, "multiplicity": 1}

Entry B
{"formula": "C5H9N2", "method": "ωB97M-V/def2-TZVPD", "elements": ["C", "C", "C", "C", "C", "N", "N", "H", "H", "H", "H", "H", "H", "H", "H", "H"], "coordinates": [[-0.58, 0.02, 0.07], [0.70, -0.43, -1.98], [-1.77, 0.11, 0.98], [0.61, -1.75, -1.59], [0.37, 1.28, 2.07], [0.92, 0.53, -2.53], [-0.45, 0.64, 1.16], [-2.59, 0.65, 0.77], [-2.06, -0.83, 1.48], [0.62, -2.37, -2.49], [1.55, -1.89, -1.07], [-0.29, -1.83, -1.01], [-0.12, 2.10, 2.61], [1.13, 1.77, 1.43], [0.76, 0.53, 2.86], [1.21, 1.48, -2.77]], "mulliken_charge": [-0.36, 0.49, -0.52, -0.90, -0.75, 0.01, 0.19, 0.29, 0.21, 0.40, 0.31, 0.40, 0.32, 0.30, 0.29, 0.34], "orbital_gap_ha": 0.369, "e_homo_ha": -0.487, "total_charge": 1, "multiplicity": 1}

Stability check: which of them is least stable? entry A.